<w>
Density functional theory data (ωB97M-V/def2-TZVPD) for the molecule C20H28N4O2.

```
54
Properties=species:S:1:pos:R:3:mulliken_charge:R:1
H -1.2879 2.0405 1.5191 0.41
H 3.6684 -1.6390 3.2771 0.35
C 2.1847 -2.8081 -0.2503 -0.81
H -3.7531 2.8114 -4.7678 0.37
C -2.1327 2.4768 -0.4127 -1.45
H -2.0881 4.6098 -4.4176 0.31
O 2.5274 -1.0192 1.3290 -0.64
H -1.4905 1.3947 -2.1537 0.17
H -2.1581 -1.6884 2.5043 0.32
C 3.6507 -2.7296 3.2198 -0.75
C 1.7008 -1.7204 -1.2107 -0.93
H -0.0973 2.3238 -4.0771 0.29
C -0.5823 0.6179 0.1444 0.73
C -1.8281 2.4094 -1.9130 1.04
N -1.2663 -0.4606 0.3384 -0.43
H -1.0538 4.4112 -2.0671 0.26
H 2.6148 -4.3819 4.1446 0.33
C -1.1996 -1.9807 2.8983 -0.47
C -3.1009 2.6875 -2.7162 -1.11
H -1.5456 3.5120 -5.6900 0.33
H 1.3529 -3.4743 -0.0125 0.34
C -2.8340 2.6031 -4.2158 -0.67
H -2.3916 3.5019 -0.1394 0.49
C -0.5344 -1.2071 3.8349 -0.27
C 1.2376 -2.8039 3.7864 0.91
H -1.0420 -3.7590 1.6988 0.38
C 2.6001 -3.2916 4.1916 -1.01
C -0.4707 3.3203 -3.8288 -0.74
H 2.5003 -1.0066 -1.4121 0.22
O 0.5945 0.3559 -0.4648 -0.31
C -0.7371 3.3980 -2.3280 -0.76
N 3.3322 -3.0648 1.8519 -0.13
H 3.2359 -4.0484 1.6502 0.27
H 2.9880 -3.3881 -0.7074 0.47
N -0.5310 -1.4882 -0.1422 -0.42
H -0.0991 2.6489 0.3522 0.32
C -0.5758 -3.1320 2.4464 -0.08
H 2.8408 -2.9711 5.2052 0.38
C -0.9720 2.0083 0.4750 -0.90
H 0.1891 3.1850 -1.7917 0.27
H -0.9724 -0.2901 4.2033 0.44
N 0.6078 -3.5367 2.8744 -0.49
H 1.3752 -2.1763 -2.1483 0.38
C -1.7458 3.5920 -4.6195 -0.69
H 1.2551 -1.0453 5.0170 0.37
H -2.5145 1.5894 -4.4693 0.33
C 2.6715 -2.1915 1.0542 0.63
H 4.6417 -3.1232 3.4644 0.34
C 0.5665 -0.9839 -0.6020 0.86
H 0.3005 4.0434 -4.1038 0.37
H -2.9936 1.8396 -0.2020 0.40
H -3.4697 3.6861 -2.4693 0.32
C 0.7048 -1.6241 4.2901 -0.74
H -3.8734 1.9673 -2.4383 0.41
```

Results
orbital gap: 9.815 eV
charge: 0
HOMO: -0.327 Eh
spin multiplicity: 1

---

<x>
Density functional theory data (ωB97M-V/def2-TZVPD) for the molecule C20H28N4O2.

```
54
Properties=species:S:1:pos:R:3:mulliken_charge:R:1
N -1.8042 0.2054 1.1300 -0.17
H 1.6034 1.0494 -2.1606 0.26
H -2.7262 2.3167 2.2018 0.46
C -1.9364 2.4593 0.2674 0.78
C 1.8517 0.5750 -1.2080 -1.20
H 0.1792 -2.5380 1.0333 0.39
H -2.7667 -6.1698 -1.8170 0.28
H 1.8810 -4.3456 -0.1647 0.35
C -1.4382 -4.1385 -2.0860 -0.53
O -1.9748 -6.3496 -1.2962 -0.56
H 1.8638 3.4836 -0.0645 0.26
C 1.5009 2.5406 1.9060 -0.40
N 0.8487 -0.6392 0.5302 0.34
N 0.9688 1.1973 2.0916 -0.78
H 0.3061 -6.2439 -0.1143 0.42
C -1.4933 3.2836 -0.9063 -1.96
C -0.0366 -1.4954 1.2723 -0.83
C 0.0737 -5.3495 -0.6698 -0.68
H 1.9153 -1.7820 -2.4786 0.29
H -2.1367 -1.7671 1.7150 0.43
C 1.5982 -1.9619 -1.4473 -1.24
H 2.2301 2.7541 2.6906 0.44
C -2.4308 4.4236 1.7589 -1.63
C -1.5257 -1.2039 1.0041 -0.90
H -1.4607 2.6458 -1.7864 0.36
H -0.4963 3.6869 -0.7336 0.25
H -0.8071 -2.2001 -2.6946 0.45
H 3.9579 1.5667 1.0753 0.36
C 3.6701 2.4677 0.5369 -1.77
C -1.1326 -5.2820 -1.3585 0.87
C 1.0560 0.6383 0.9432 -0.13
H -1.7969 -1.4986 -0.0126 0.43
H 0.6846 3.2660 1.9885 0.04
H -0.0135 -0.5181 -1.3923 0.13
H 4.0879 2.4308 -0.4676 0.37
H 0.1840 -1.3067 2.3264 0.50
H -1.9413 5.0394 1.0111 0.39
N 1.5057 1.4186 -0.0964 0.48
C -1.9026 0.9889 0.0241 0.32
C 0.9717 -0.6652 -0.9292 0.83
H -1.9538 4.5951 2.7235 0.35
H 2.4848 -2.1911 -0.8528 0.48
C 0.6478 -3.1277 -1.4220 0.11
H -2.1765 4.1087 -1.0943 0.56
H 2.9177 0.3001 -1.2108 0.44
H -2.3718 -4.0805 -2.6301 0.29
C -0.5531 -3.0773 -2.1188 -0.65
C 2.1470 2.5783 0.4850 0.25
H -3.4709 4.7393 1.8492 0.42
O -1.9835 0.5143 -1.0992 -0.70
H 4.0836 3.3310 1.0519 0.49
H -1.4724 0.6356 1.9814 0.38
C 0.9476 -4.2809 -0.7056 -0.37
C -2.3647 2.9721 1.4203 0.24
```

Results
orbital gap: 8.757 eV
charge: 0
HOMO: -0.292 Eh
spin multiplicity: 1

---

<y>
Density functional theory data (ωB97M-V/def2-TZVPD) for a structure of composition C20H28N4O2.

```
54
Properties=species:S:1:pos:R:3:mulliken_charge:R:1
H 3.0557 -2.2641 -1.5668 0.29
H -1.3692 -1.1114 1.7290 0.30
H 1.6295 -0.3476 1.8173 0.08
C 3.2488 2.2559 0.4043 -0.41
C -1.9250 1.1898 -1.2773 0.63
H -1.9563 3.3594 -1.3632 0.22
C 1.2883 -1.3254 1.9236 -0.28
C -1.7535 -2.1655 -0.0902 0.26
H -2.7969 2.1566 1.6955 0.85
O -1.8251 -2.3215 -2.2757 -0.68
C 1.8435 2.4428 0.8751 -1.58
H -2.9533 3.1656 0.6724 0.77
C -1.0249 -2.1546 -1.3831 -0.42
N -0.3849 2.6136 -0.1655 0.18
H -3.9154 -1.9288 0.3104 0.40
C -0.9346 2.4915 0.9565 -0.26
C -3.1929 -0.0130 0.8668 0.49
H -1.4067 0.2600 -1.2004 -0.27
H 4.1504 -2.4166 0.6357 0.90
H -0.8076 3.5573 1.4050 0.43
H 2.2638 -3.4957 -0.3958 0.68
C 2.6727 -2.0369 1.8596 -1.28
C -2.3672 2.5202 0.9091 -2.45
N 0.3256 -2.0752 -1.4812 -0.03
C 0.4681 -1.9802 0.9368 -1.20
C 3.0008 1.1244 -1.5913 -0.54
C -3.1304 -1.1967 0.0004 -1.15
H 3.5787 -0.8345 0.3519 -0.26
C 1.6774 1.7622 -1.5724 -0.86
H 0.9654 1.3429 -2.3011 0.00
H -3.5308 -1.1788 -1.0494 0.46
C 1.0541 2.2737 -0.3373 1.44
H 0.6048 -2.3099 -2.4109 0.39
H 0.2129 -2.9620 1.0493 0.65
C -1.2381 2.3455 -1.5033 -1.52
N -0.9193 -1.0759 0.9196 -0.34
N -2.6466 1.0474 0.1969 -0.01
H -2.9539 1.0987 -1.7380 0.34
H 4.8745 1.4235 -0.5929 0.70
C 3.8933 1.5649 -0.5085 -0.87
H 0.9626 -1.5787 3.0439 0.31
H 3.4868 -1.7717 2.7732 0.24
H 2.5821 -3.0214 2.1222 0.51
H 3.8403 2.2550 1.3828 0.19
O -3.5057 -0.0843 1.9370 -0.52
H -0.5807 2.2209 -2.2004 0.82
C 2.3563 -2.5570 -0.4351 -1.25
H 1.5477 2.8840 1.6198 1.18
H -1.9755 -3.1711 0.3887 0.53
H 3.4371 0.8432 -2.4211 0.90
C 3.2484 -2.0615 0.7696 -0.25
C 1.1061 -1.9046 -0.5727 1.93
H 1.3385 -0.7340 -0.4467 -0.96
H -0.4845 1.9301 1.6765 0.31
```

Results
orbital gap: 8.036 eV
charge: 0
HOMO: -0.280 Eh
spin multiplicity: 1

---

<w> is the most stable structure shown above.